This record from the OMol25 dataset describes C63H66N10O4P2RuS as an isolated structure. The level of theory is wB97M-V/def2-TZVPD.

Geometry as XYZ:
```
147
Properties=species:S:1:pos:R:3:forces:R:3
Ru -0.116 0.048 -0.395 0.0 -0.3 0.6
C -1.695 -2.571 4.411 0.0 0.0 0.0
N -1.571 -2.444 2.958 0.0 0.1 -0.1
C -1.045 -1.397 2.287 0.0 0.1 0.1
N -1.157 -1.560 0.967 -0.3 0.4 -0.1
C -1.785 -2.792 0.795 0.2 -0.1 0.0
C -2.034 -3.340 2.035 0.0 0.1 0.0
C -2.581 -4.659 2.399 0.0 -0.1 0.0
C -3.872 -5.030 2.034 0.0 0.1 0.1
C -4.354 -6.288 2.360 0.0 0.0 0.0
C -3.552 -7.183 3.054 0.0 0.0 0.0
C -2.264 -6.820 3.425 0.0 0.0 0.0
C -1.779 -5.565 3.096 0.0 0.0 0.0
C -1.995 -3.635 -0.414 -0.1 -0.1 0.1
C -1.014 -4.578 -0.722 0.0 -0.1 0.1
C -1.248 -5.560 -1.671 0.0 0.0 0.1
C -2.476 -5.620 -2.316 -0.1 0.0 0.0
C -3.463 -4.696 -2.006 0.0 -0.2 0.1
C -3.226 -3.712 -1.057 -0.1 -0.3 0.3
P -0.162 -0.116 3.198 -0.1 0.0 0.0
C 1.427 -0.275 2.359 0.0 0.1 0.1
N 1.624 -0.619 1.091 -0.2 -0.3 0.1
C 2.987 -0.828 0.968 0.0 0.2 0.0
C 3.601 -0.538 2.167 -0.1 -0.1 0.0
N 2.595 -0.203 3.039 -0.1 -0.1 -0.2
C 2.755 0.084 4.465 0.0 0.0 0.0
C 5.025 -0.589 2.539 0.1 0.0 0.0
C 5.660 0.543 3.047 0.0 0.0 0.0
C 7.006 0.503 3.375 0.0 0.0 0.0
C 7.728 -0.668 3.195 0.0 0.0 0.0
C 7.103 -1.797 2.684 0.0 0.0 0.0
C 5.758 -1.761 2.355 -0.1 0.0 0.1
C 3.735 -1.378 -0.185 0.0 0.0 0.0
C 3.641 -2.735 -0.491 0.0 -0.1 0.1
C 4.470 -3.307 -1.448 0.0 0.0 0.0
C 5.425 -2.531 -2.089 0.0 0.0 0.0
C 5.552 -1.187 -1.762 0.0 0.0 0.0
C 4.713 -0.614 -0.819 0.1 0.0 0.0
C -0.858 1.319 2.366 0.3 0.2 0.2
N -1.027 1.513 1.057 -0.1 -0.2 -0.2
C -1.746 2.695 0.943 0.1 0.3 0.1
C -1.926 3.235 2.196 0.0 -0.2 0.0
N -1.368 2.343 3.079 -0.1 0.0 -0.2
C -1.434 2.439 4.540 0.0 0.0 0.0
C -2.564 4.496 2.615 0.0 0.1 0.0
C -3.900 4.758 2.319 0.0 -0.1 0.0
C -4.472 5.961 2.700 0.0 0.0 0.0
C -3.719 6.909 3.378 0.0 0.0 0.0
C -2.389 6.654 3.679 0.0 0.0 0.0
C -1.812 5.453 3.297 0.0 0.0 0.0
C -2.358 3.326 -0.246 -0.1 0.2 0.2
C -1.828 4.504 -0.765 -0.2 0.1 0.3
C -2.534 5.236 -1.705 -0.1 0.0 0.1
C -3.789 4.807 -2.122 0.0 0.0 0.0
C -4.332 3.642 -1.599 -0.1 0.2 0.3
C -3.618 2.906 -0.665 -0.2 0.2 0.2
H -2.117 -1.660 4.827 0.0 0.0 0.0
H -0.726 -2.771 4.866 0.0 0.0 0.0
H -2.364 -3.400 4.619 0.0 0.0 0.0
H -4.508 -4.327 1.513 0.0 0.0 0.0
H -5.361 -6.566 2.081 0.0 0.0 0.0
H -3.931 -8.164 3.308 0.0 0.0 0.0
H -1.637 -7.515 3.966 0.0 0.0 0.0
H -0.766 -5.294 3.370 0.0 0.0 0.0
H -0.076 -4.566 -0.177 0.0 0.0 0.0
H -0.487 -6.299 -1.884 0.0 0.0 0.0
H -2.672 -6.402 -3.038 0.0 0.0 0.0
H -4.434 -4.759 -2.482 0.0 0.0 0.0
H -4.018 -3.026 -0.784 0.0 -0.1 0.0
H 3.749 -0.231 4.767 0.0 0.0 0.0
H 2.016 -0.474 5.035 0.0 0.0 0.0
H 2.641 1.149 4.658 0.0 0.0 0.0
H 5.108 1.468 3.176 0.0 0.0 0.0
H 7.489 1.385 3.773 0.0 0.0 0.0
H 8.778 -0.700 3.453 0.0 0.0 0.0
H 7.663 -2.713 2.550 0.0 0.0 0.0
H 5.272 -2.649 1.972 0.0 0.0 0.0
H 2.964 -3.364 0.079 0.0 0.0 -0.1
H 4.408 -4.368 -1.654 0.0 0.0 0.0
H 6.096 -2.981 -2.809 0.0 0.0 0.0
H 6.334 -0.593 -2.219 0.0 0.0 0.0
H 4.854 0.421 -0.526 0.0 0.0 0.0
H -2.121 3.240 4.792 0.0 0.0 0.0
H -0.453 2.661 4.954 0.0 0.0 0.0
H -1.805 1.506 4.955 0.0 0.0 0.0
H -4.497 4.016 1.807 0.0 0.0 0.0
H -5.513 6.155 2.475 0.0 0.0 0.0
H -4.169 7.847 3.674 0.0 0.0 0.0
H -1.799 7.390 4.209 0.0 0.0 0.0
H -0.768 5.267 3.520 0.0 0.0 0.0
H -0.875 4.865 -0.396 -0.1 0.0 0.0
H -2.123 6.160 -2.091 0.0 0.0 0.0
H -4.353 5.398 -2.831 0.0 0.0 0.0
H -5.324 3.327 -1.897 0.0 0.0 0.0
H -4.062 2.023 -0.219 0.0 0.0 0.0
C -3.241 1.807 -3.521 0.2 -0.2 -0.3
O -2.082 2.288 -2.815 0.0 -0.4 0.0
P -0.835 1.516 -2.235 0.4 -0.3 -0.2
O 0.125 2.741 -1.957 0.1 0.0 0.0
C 0.244 3.944 -2.746 0.2 -0.1 -0.3
O -0.306 0.686 -3.495 -0.2 0.2 0.1
C -0.208 1.228 -4.832 0.1 0.0 0.1
H -3.558 2.631 -4.155 0.0 0.0 0.0
H -4.023 1.567 -2.811 0.1 0.0 -0.2
H -2.993 0.932 -4.122 0.0 0.0 0.0
H -0.725 4.252 -3.129 0.1 0.0 0.0
H 0.943 3.765 -3.563 0.0 0.0 0.0
H 0.635 4.711 -2.084 0.0 0.0 -0.1
H -0.967 1.984 -5.016 -0.1 0.0 0.0
H -0.343 0.396 -5.518 0.0 0.0 0.0
H 0.782 1.663 -4.963 0.0 0.0 0.0
N 1.072 -2.617 -2.108 0.0 0.1 -0.1
C -0.165 -2.228 -2.408 -0.1 0.1 0.0
N -0.851 -1.333 -1.717 0.3 -0.2 -0.6
C -2.178 -1.252 -2.173 0.1 0.2 0.1
C -3.223 -0.623 -1.507 0.0 0.0 -0.1
C -4.503 -0.749 -2.024 0.0 0.0 0.0
C -4.740 -1.463 -3.196 0.0 0.0 0.0
C -3.703 -2.112 -3.850 0.0 0.1 0.0
C -2.431 -2.015 -3.309 0.0 0.1 -0.1
S -1.007 -2.914 -3.755 0.0 0.2 -0.1
H 1.637 -2.067 -1.478 0.0 0.0 0.0
H 1.558 -3.266 -2.704 0.0 0.0 0.0
H -3.041 -0.093 -0.580 0.0 0.0 0.0
H -5.335 -0.287 -1.507 0.0 0.0 0.0
H -5.746 -1.542 -3.585 0.0 0.0 0.0
H -3.892 -2.714 -4.729 0.0 0.0 0.0
C 4.012 3.166 -1.265 0.0 0.0 -0.1
N 2.924 2.212 -1.024 -0.1 0.1 -0.1
C 2.377 2.355 0.322 -0.1 0.1 0.0
C 2.483 1.241 -1.849 0.1 -0.3 0.4
O 1.626 0.381 -1.401 -0.2 0.5 -0.3
N 2.935 1.020 -3.097 0.0 0.1 -0.2
C 4.071 1.603 -3.825 -0.1 0.0 0.1
C 2.532 -0.213 -3.776 0.0 -0.1 0.0
H 4.122 3.757 -0.361 0.0 0.0 0.0
H 3.786 3.856 -2.076 0.0 0.0 0.0
H 4.964 2.669 -1.442 0.0 0.0 -0.1
H 3.074 1.954 1.064 0.0 0.0 0.0
H 2.216 3.414 0.520 0.0 0.0 0.0
H 1.424 1.860 0.434 0.0 0.0 -0.1
H 4.376 2.573 -3.483 0.0 0.2 0.1
H 3.773 1.701 -4.868 0.0 0.0 0.0
H 4.920 0.919 -3.779 0.0 0.0 0.0
H 1.567 -0.545 -3.426 0.1 0.0 -0.1
H 3.287 -0.987 -3.609 0.0 0.0 0.0
H 2.476 -0.011 -4.844 0.0 0.0 0.0
```
Positions in Å, forces in eV/Å.

Results
frontier orbital gap (spin up / spin down)	0.2513 / 0.2434	hartree
multiplicity	2
total charge	+3